Entry 1:
Below is C6H12O as an isolated structure in a non-equilibrium geometry, with properties calculated with the ωB97M-V functional and the def2-TZVPD basis.

Cartesian coordinates (Å):
C (2.8074, -0.3883, 0.4266)
C (1.8213, -0.3611, -0.7329)
C (0.4711, 0.1829, -0.3716)
C (-1.9978, 1.2220, 0.1629)
C (-2.6984, -0.0394, -0.0847)
C (-1.5093, -0.6661, 0.5093)
O (-0.1884, -0.8293, 0.3286)
H (3.0243, 0.6269, 0.7771)
H (2.4185, -0.9657, 1.2723)
H (3.7492, -0.8455, 0.1134)
H (2.1960, 0.2365, -1.5667)
H (1.6338, -1.3773, -1.0942)
H (0.4945, 1.0895, 0.2584)
H (-2.0023, 1.8372, 1.0390)
H (-1.7914, 1.8047, -0.7402)
H (-3.1789, -0.2595, -1.0317)
H (-3.3589, -0.2389, 0.7509)
H (-1.7685, -1.4414, 1.2360)
H (-0.1223, 0.4129, -1.2527)

Output
Electronic energy in eV: -8459.58090
Highest occupied orbital energy in eV: -7.169

---

Entry 2:
Below is one molecule with the formula C6H12O, with properties calculated with the ωB97M-V functional and the def2-TZVPD basis.

Cartesian coordinates (Å):
C (2.1457, -0.1211, -0.4569)
C (1.0478, -0.2964, 0.5801)
O (1.6819, -0.1290, 1.8448)
C (-0.0947, 0.7123, 0.4533)
C (-0.6906, 1.1893, -0.8444)
C (-1.5187, 0.3577, 0.0912)
C (-1.9134, -1.0372, -0.3385)
H (1.7906, -0.3953, -1.4552)
H (2.9964, -0.7605, -0.2016)
H (2.4868, 0.9184, -0.4782)
H (0.6540, -1.3230, 0.5069)
H (1.0174, -0.2595, 2.5326)
H (0.0197, 1.4907, 1.2053)
H (-0.3646, 0.7148, -1.7683)
H (-0.9001, 2.2510, -0.9397)
H (-2.2909, 0.8831, 0.6513)
H (-1.1415, -1.4961, -0.9676)
H (-2.8347, -0.9985, -0.9311)
H (-2.0910, -1.7009, 0.5159)

Output
SMILES: C[C@@H]1C[C@@H]1[C@@H](C)O
Electronic energy in eV: -8463.20940
Highest occupied orbital energy in eV: -9.943

---

Entry 3:
Below is a 2-piece molecular cluster, C6H12O overall in a non-equilibrium geometry, with properties calculated with the ωB97M-V functional and the def2-TZVPD basis.

Cartesian coordinates (Å):
C (1.4283, 1.3624, 1.5057)
C (0.8644, 0.6857, 0.2531)
C (1.5893, 0.5114, -0.8639)
C (-2.9061, 0.0020, -0.4095)
C (-1.4342, 0.0263, -0.5656)
C (-0.4415, 0.0232, 0.3499)
H (2.5239, 1.2780, 1.4220)
H (1.0606, 2.4264, 1.6539)
H (1.1739, 0.8897, 2.4896)
H (2.6896, 0.3941, -0.9535)
H (1.1110, -0.0264, -1.6659)
H (-3.2535, 1.0347, -0.4035)
H (-3.3160, -0.4684, 0.4989)
H (-3.3446, -0.5810, -1.2360)
H (-1.0834, 0.3025, -1.5655)
H (-0.6750, -0.5214, 1.2628)
H (0.6791, -2.7849, -0.4420)
H (1.7659, -1.8279, -0.5111)
O (1.5682, -2.7266, -0.8195)

Output
SMILES: C=C(C)/C=C/C.O
Electronic energy in eV: -8461.97034
Highest occupied orbital energy in eV: -8.573

---

Entry 4:
Below is a 2-piece molecular cluster, C6H12O overall, with properties calculated with the ωB97M-V functional and the def2-TZVPD basis.

Cartesian coordinates (Å):
C (2.7566, 0.7159, 0.2136)
O (1.7720, 0.5728, 1.2446)
C (1.3839, -0.6557, 1.4560)
C (-0.7831, -0.2845, -0.2853)
C (-0.8508, 1.2196, -0.3711)
C (-1.5644, -1.1584, -1.2101)
C (-1.9380, -1.0796, 0.2445)
H (2.2349, 0.8835, -0.7318)
H (3.3577, -0.1919, 0.1563)
H (3.3584, 1.5879, 0.4628)
H (0.1931, -0.7166, -0.0608)
H (0.5557, -0.5293, 2.1915)
H (-0.1260, 1.6149, -1.0924)
H (-0.6480, 1.6899, 0.5964)
H (-1.8444, 1.5447, -0.7010)
H (-1.0740, -2.0603, -1.5603)
H (-2.2108, -0.6756, -1.9347)
H (-1.7267, -1.9358, 0.8787)
H (-2.8460, -0.5414, 0.5030)

Output
Electronic energy in eV: -8459.79481
Highest occupied orbital energy in eV: -8.608

---

Q: Look up the highest occupied orbital energy of the first one.
A: -7.169 eV

---

Q: What is the formula in the third record?
A: C6H12O